# 1
Computed, not measured: a 7-piece molecular cluster, C9H31NO7 overall, with ωB97M-V/def2-TZVPD.

Summary:
Lowest unoccupied orbital energy = -0.07 eV
HOMO-LUMO gap = 8.193 eV
Total energy = -942.56675 a.u.
SMILES = CC1(C)CCCC(C)(C)N1O.O.O.O.O.O.O
Energy above the lowest of the compared OMol25 structures with the same formula, charge and spin = 922.9 kJ/mol

The geometry in ORCA input format:
```
! RIJCOSX wB97M-V def2-TZVPD def2/J DEFGRID3
* xyz 0 1
N 17.8707 34.1401 -27.3335
H 19.6240 30.2257 -26.3487
C 16.7139 31.4699 -27.2480
H 17.5139 30.8201 -30.2045
H 15.9569 34.6382 -24.6569
H 20.4590 33.1433 -27.2140
H 17.3126 29.0148 -26.7329
H 19.0150 29.0706 -27.1147
O 16.0455 31.1469 -29.8121
O 17.7274 29.6237 -28.0759
H 19.4901 31.7349 -27.0625
H 17.0540 35.7948 -25.5355
C 19.8108 32.4818 -27.7888
C 16.1188 32.6821 -26.5593
C 16.3560 34.9617 -25.6182
H 17.8886 29.1268 -25.3373
C 18.5508 33.8132 -29.6114
H 20.3296 32.1135 -28.6738
H 15.1938 33.0418 -27.0101
H 18.9974 30.9032 -30.4946
H 15.3359 31.2510 -30.4460
H 17.0096 30.0843 -28.5104
H 19.1114 33.2231 -30.3365
O 19.7008 29.7362 -27.1677
H 18.2430 35.8016 -28.0416
H 17.9145 31.1794 -29.0819
C 17.4778 31.9572 -28.4554
H 19.1935 34.6935 -29.5970
O 18.3270 30.3192 -30.1400
H 16.0155 28.9560 -30.4740
H 16.6419 28.4124 -29.2075
O 18.6210 35.3737 -27.2698
H 15.6460 35.3796 -26.3319
H 17.2884 30.8966 -26.5203
H 19.0613 33.7015 -25.2423
H 18.5160 29.9338 -28.5211
H 15.6190 30.7968 -29.0299
O 17.9285 28.5952 -26.1323
O 15.9399 28.2460 -29.8366
C 18.0980 33.2538 -24.9980
C 18.4567 33.1145 -28.1886
H 17.8186 33.4983 -23.9732
H 16.6275 32.3560 -29.0084
H 18.2997 32.1870 -25.0951
H 16.0019 30.7070 -27.5629
H 17.6410 34.2610 -30.0112
H 15.6417 32.2871 -25.6623
C 17.1256 33.7451 -26.1174
*
```

Löwdin atomic charge list, values in e, 6 entries:
1 N -0.10
2 H 0.04
3 C -0.17
4 H 0.01
5 H 0.09
6 H 0.09

---

# 2
Computed, not measured: a 3-piece molecular cluster, C12H25N3O7P overall, with ωB97M-V/def2-TZVPD.

Summary:
Lowest unoccupied orbital energy = 2.52 eV
HOMO-LUMO gap = 7.957 eV
Total energy = -1504.50958 a.u.

The geometry in ORCA input format:
```
! RIJCOSX wB97M-V def2-TZVPD def2/J DEFGRID3
* xyz -1 1
H 2.1495 -4.1540 1.1396
C -3.0114 4.8477 1.6898
O -1.4404 -1.6864 0.1499
H 1.1434 2.1334 -3.8984
O 3.2034 -0.7175 -0.5914
C -1.6658 4.3702 2.2185
H 0.4897 0.4934 -3.7224
N -1.7861 -0.0835 1.9554
O -1.8569 3.4011 3.2449
C 1.8595 -3.2701 0.5807
H 3.4345 -0.1337 0.1433
H -2.8883 5.6123 0.9202
H -1.1405 5.2059 2.6850
O 0.8830 -5.0811 -1.3381
H -0.4192 -0.0585 -1.5128
H -1.0973 3.1147 -3.0612
N -0.0893 -5.3639 2.1955
H 0.4760 -1.2569 0.5307
H 2.3157 -2.9892 -1.5689
O 0.0558 0.6597 -1.0743
H -3.5686 4.0109 1.2602
O -1.0667 -3.9787 -1.5307
H -1.7414 2.5630 -1.5045
H -2.3097 2.6408 2.8592
H 3.4757 -3.9737 -0.6843
H -0.5653 -2.9819 2.6188
C 2.8305 -3.1033 -0.6193
H -0.6292 4.5192 0.3157
C 0.0476 -4.2131 -1.0235
H 0.7400 2.5209 -1.4452
H -3.6146 5.2612 2.4991
H 0.1436 3.4403 1.4922
H 0.7084 -5.7310 1.6893
H 1.9781 0.9317 -2.8938
C -0.8148 3.7850 1.1033
P -0.5902 -3.9872 1.6204
C -1.6418 -0.7734 1.0368
C 3.7453 -1.9487 -0.3260
H -1.7496 1.4754 -2.8864
O 4.8485 -2.0526 0.1441
H -1.3116 2.9184 0.6611
C 0.1965 1.7410 -1.9834
C 1.0008 1.3060 -3.1998
H 2.0050 -2.4326 1.2767
C 0.3853 -3.2963 0.1889
N 0.0065 -1.8987 -0.1062
H -1.9153 -4.1033 1.1697
C -1.1762 2.2602 -2.3858
*
```

Löwdin atomic charge list, values in e, 6 entries:
1 H 0.11
2 C -0.07
3 O -0.05
4 H 0.08
5 O 0.07
6 C -0.50

---

# 3
Computed, not measured: a 2-piece molecular cluster, C30H26N2O6 overall, with ωB97M-V/def2-TZVPD.

Summary:
Lowest unoccupied orbital energy = -2.14 eV
HOMO-LUMO gap = 4.863 eV
Total energy = -1719.44138 a.u.
Energy above the lowest of the compared OMol25 structures with the same formula, charge and spin = 0.0 kJ/mol

The geometry in ORCA input format:
```
! RIJCOSX wB97M-V def2-TZVPD def2/J DEFGRID3
* xyz 0 1
H -5.3726 3.4968 4.8550
O 2.8643 1.5850 -3.2975
C -3.0451 1.1016 2.9168
H -2.4222 -2.6653 -3.1590
C 0.2232 0.1255 1.2931
O -3.1003 2.9664 -2.9537
H -5.1622 2.9771 3.1461
H 2.8418 3.0210 0.3049
C -2.6227 2.1978 3.7108
C -2.0730 -1.6376 -3.0488
C -0.4814 -3.5118 2.0454
C -0.2255 -0.0354 -2.7612
C -0.7080 -1.3677 -2.9593
O -3.4877 2.9688 4.4214
C -2.1061 0.4175 2.1623
C 0.3005 -3.3070 -0.2657
H 6.6214 0.4475 -1.6990
C 3.6714 2.4673 -0.1349
H -0.8220 2.0245 -2.6212
C -4.9000 2.7725 4.1941
N 1.6985 1.4573 -2.8080
H 2.4258 -0.7306 -0.1268
H 1.2218 1.9460 0.8490
C -2.5591 0.7229 -2.8876
H -5.2049 1.7513 4.4603
H -0.8131 -4.1552 2.8580
C 3.5256 1.0733 -0.3620
H -2.4398 -0.4317 1.5610
C 4.8549 3.1160 -0.4928
N -3.5071 1.7834 -2.9778
H -0.6103 -1.6998 3.1606
H 4.9349 4.1945 -0.3372
C -3.0078 -0.6028 -3.0114
C 1.2655 0.8659 0.6937
H 0.9521 -5.9610 -0.8983
H -0.9577 3.3769 4.3999
C 2.3233 0.3468 -0.0262
H 0.0319 -2.1708 -3.0218
C -0.3566 1.9172 2.9326
O -0.3193 -5.4580 0.7072
H 1.8838 -0.6301 -2.6174
C 4.6267 0.3637 -0.9053
O -4.7178 1.4856 -3.0891
H 0.7373 -1.3226 -0.9033
H -4.0975 0.8040 2.8873
H 0.6865 2.2235 2.9368
H 6.8501 2.9125 -1.3145
C -0.0876 -6.0933 -0.5692
C -1.1854 1.0097 -2.7472
C -0.7479 0.8190 2.1334
C -0.1625 -4.1119 0.8001
H 4.5205 -0.7160 -1.0547
O 1.0143 2.4846 -2.5042
H -4.0772 -0.7825 -3.1031
C 5.8019 1.0164 -1.2565
C -0.3664 -2.1475 2.1961
H -0.2911 -7.1447 -0.3726
H 0.5699 -3.7541 -1.2241
C 5.9252 2.4007 -1.0447
H -0.7750 -5.7087 -1.3361
C -1.2577 2.5626 3.7486
C 0.4209 -1.9447 -0.0723
C 0.0943 -1.3195 1.1358
C 1.1825 0.2071 -2.5462
*
```

Löwdin atomic charge list, values in e, 6 entries:
1 H 0.09
2 O -0.01
3 C 0.00
4 H 0.11
5 C -0.07
6 O 0.06

---

# 4
Computed, not measured: a 2-piece molecular cluster, C2H4BrClIN overall, with ωB97M-V/def2-TZVPD.

Summary:
Lowest unoccupied orbital energy = -2.18 eV
HOMO-LUMO gap = 5.174 eV
Total energy = -3465.07503 a.u.
Energy above the lowest of the compared OMol25 structures with the same formula, charge and spin = 378.6 kJ/mol

The geometry in ORCA input format:
```
! RIJCOSX wB97M-V def2-TZVPD def2/J DEFGRID3
* xyz 0 1
Br 2.3006 0.4802 0.3105
C 0.3863 0.3672 0.0770
C -1.2826 -0.9233 -1.2328
H -2.0322 -0.0892 -1.1316
Cl -0.6525 1.8112 -0.1028
H 0.8767 1.9027 2.7855
I 1.2884 -2.4456 -0.5595
H 0.7568 1.5725 2.1256
H -1.5033 -1.9596 -1.5680
N -0.1381 -0.7162 -0.7038
*
```

Löwdin atomic charge list, values in e, 6 entries:
1 Br 0.50
2 C -1.22
3 C -0.15
4 H 0.06
5 Cl 0.53
6 H 0.05

---

How do the records compare in highest occupied orbital energy? In the order shown, they have -8.27 -5.44 -7.00 -7.35 eV.